ORCA calculation (ωB97M-V/def2-TZVPD) on a molecular structure, C2H8N4S in a non-equilibrium geometry.

Values from the calculation:
Charge: 0
E_HOMO in eV: -8.63
Energy in hartree: -698.02233

Each line ends with the Löwdin charge.
Cartesian coordinates (Å):
C 0.14 -0.09 0.46  -0.45
C -0.34 1.18 1.21  -0.51
H -0.65 0.98 -1.85  0.14
H 1.02 -0.35 -1.99  0.15
H -1.58 -0.77 -0.36  0.08
H -1.17 0.94 1.94  0.07
H 0.67 1.54 1.73  0.11
H -2.15 2.01 0.00  -0.17
H 0.56 -2.21 0.02  0.15
H 2.33 -2.24 0.41  0.03
N -0.20 -0.30 -1.90  -0.10
N -0.61 -0.92 -0.56  -0.14
N 1.32 -0.55 0.71  -0.03
N 1.60 -1.73 0.03  -0.04
S -0.96 2.50 0.14  0.70